(1)
Computed, not measured: a 2-piece molecular cluster, C4H9ClO2 overall in a non-equilibrium geometry, with wB97M-V/def2-TZVPD.

Values from the calculation:
ΔE to the lowest compared entry with this formula, charge and spin in eV: 4.501
Strongest force on any atom in eV/A: 5.25
HOMO energy (spin up / spin down) in eV: -8.38 / -7.74
Spin multiplicity: 1
Total energy in hartree: -768.3064

Last column: Mulliken charge in e.
Atoms and positions in Å:
C: -0.25 -1.08 -1.16  -0.92
C: 0.89 0.22 2.36  -0.77
C: 1.25 -0.86 -1.07  -0.40
C: 0.19 1.81 0.74  0.49
O: -0.87 2.72 0.51  -0.50
O: 0.01 1.00 1.68  -0.19
Cl: 1.71 2.59 0.20  -0.18
H: -0.62 -1.75 -0.32  0.25
H: -0.71 -1.55 -2.11  0.31
H: -0.89 -0.23 -1.08  0.30
H: 0.52 -0.65 2.71  0.36
H: 1.90 0.19 2.13  0.43
H: 1.43 -0.65 -0.02  -0.05
H: 1.45 -0.01 -1.67  0.20
H: 1.70 -1.78 -1.28  0.36
H: -0.63 3.65 0.63  0.32



(2)
Computed, not measured: a 2-piece molecular cluster, C4H9ClOSi overall in a non-equilibrium geometry, with wB97M-V/def2-TZVPD.

Values from the calculation:
ΔE to the lowest compared entry with this formula, charge and spin in eV: 4.616
Strongest force on any atom in eV/A: 3.35
HOMO energy (spin up / spin down) in eV: -7.80 / -6.92
Spin multiplicity: 1
Total energy in hartree: -982.6399

Last column: Mulliken charge in e.
Atoms and positions in Å:
C: 2.21 0.21 -0.42  -0.83
C: 1.53 1.13 0.28  0.37
C: -1.15 -1.84 1.14  -0.50
C: 0.75 2.09 -0.39  -1.03
O: -1.49 -1.57 -0.14  -0.08
Si: -1.66 -0.22 -0.91  0.24
Cl: -3.51 0.55 -0.28  -0.26
H: 2.96 -0.52 -0.11  0.29
H: 2.13 0.16 -1.54  0.19
H: 1.43 1.21 1.35  0.32
H: -1.41 -0.95 1.82  0.28
H: -0.05 -2.05 1.15  0.20
H: -1.79 -2.71 1.58  0.22
H: 0.92 2.13 -1.45  0.31
H: 0.18 2.83 0.09  0.35
H: -1.05 -0.45 -2.18  -0.06



(3)
Computed, not measured: one molecule with the formula C4H9ClS in a non-equilibrium geometry, with wB97M-V/def2-TZVPD.

Values from the calculation:
ΔE to the lowest compared entry with this formula, charge and spin in eV: 3.076
Strongest force on any atom in eV/A: 6.43
HOMO energy in eV: -8.98
SMILES: C[C@@H](Cl)CCS
Spin multiplicity: 1
Total energy in hartree: -1016.0753

Last column: Mulliken charge in e.
Atoms and positions in Å:
C: -2.69 0.50 -0.29  -1.13
C: -1.28 0.39 0.24  0.07
Cl: -0.94 -1.18 0.08  -0.14
C: 0.02 1.25 -0.24  -0.34
C: 1.17 0.85 0.62  -0.74
S: 2.35 -0.35 -0.21  -0.17
H: -3.47 0.14 0.45  0.31
H: -2.75 -0.05 -1.38  0.25
H: -3.24 1.57 -0.47  0.27
H: -1.41 0.46 1.47  0.25
H: 0.18 0.70 -1.32  0.29
H: -0.27 2.30 -0.28  0.37
H: 0.84 0.33 1.63  0.29
H: 2.04 1.61 0.55  0.31
H: 3.07 0.73 -0.66  0.12



(4)
Computed, not measured: a 2-piece molecular cluster, C4H9F3NOP overall in a non-equilibrium geometry, with wB97M-V/def2-TZVPD.

Values from the calculation:
ΔE to the lowest compared entry with this formula, charge and spin in eV: 4.019
Strongest force on any atom in eV/A: 3.82
HOMO energy (spin up / spin down) in eV: -8.90 / -8.65
Spin multiplicity: 1
Total energy in hartree: -928.6204

Last column: Mulliken charge in e.
Atoms and positions in Å:
C: -0.56 -2.00 1.80  -0.94
C: 2.00 1.70 -2.26  -1.09
C: 0.63 -1.03 1.71  -0.33
C: -1.39 0.19 -1.33  0.73
N: -0.71 1.42 1.08  -0.66
O: 0.50 -0.58 0.30  -0.32
F: -2.01 1.27 -1.79  -0.25
F: -0.89 -0.38 -2.47  -0.27
F: -2.18 -0.70 -0.80  -0.21
P: -0.03 0.82 -0.19  0.45
H: -1.48 -1.33 1.93  0.21
H: -0.65 -2.54 0.93  0.30
H: -0.26 -2.66 2.63  0.38
H: 1.56 2.54 -1.87  0.47
H: 2.79 1.40 -1.54  0.31
H: 2.01 1.45 -3.26  0.34
H: 1.58 -1.45 1.64  0.31
H: 0.59 -0.14 2.41  0.32
H: -1.51 2.00 1.06  0.25



(5)
Computed, not measured: C4H9FN2 as an isolated structure in a non-equilibrium geometry, with wB97M-V/def2-TZVPD.

Values from the calculation:
ΔE to the lowest compared entry with this formula, charge and spin in eV: 2.690
Strongest force on any atom in eV/A: 5.78
HOMO energy in eV: -9.21
Spin multiplicity: 1
Total energy in hartree: -367.0917

Last column: Mulliken charge in e.
Atoms and positions in Å:
C: -1.02 -0.45 0.44  -0.26
C: 0.00 -1.08 -0.50  -0.58
C: 1.08 -0.54 0.36  -0.21
C: -0.03 0.58 0.64  0.01
H: -2.52 -1.08 -0.60  0.30
H: -2.30 0.72 -0.78  0.31
H: -0.99 -1.09 1.26  0.38
H: -0.23 -0.38 -1.51  0.20
H: 0.04 -2.18 -0.94  0.28
H: 1.28 -1.13 1.20  0.39
H: 2.20 0.57 -1.01  0.29
H: 2.94 -0.80 -0.44  0.27
H: -0.20 1.05 1.66  0.34
N: -2.34 -0.13 -0.11  -0.70
N: 2.38 0.03 -0.10  -0.72
F: -0.08 1.56 -0.34  -0.32



(6)
Computed, not measured: an isolated ion of composition C4H9FN3 and charge +1 in a non-equilibrium geometry, with wB97M-V/def2-TZVPD.

Values from the calculation:
ΔE to the lowest compared entry with this formula, charge and spin in eV: 3.726
Expectation value of S²: 2.007
Net charge: +1
Strongest force on any atom in eV/A: 11.01
HOMO energy (spin up / spin down) in eV: -10.19 / -15.12
Spin multiplicity: 3
Total energy in hartree: -421.3609

Last column: Mulliken charge in e.
Atoms and positions in Å:
C: 2.39 0.59 0.13  -0.11
C: -0.31 0.56 0.34  0.25
C: -1.26 1.54 -0.26  -1.25
C: 0.51 -1.89 0.07  -0.77
N: 1.04 0.52 -0.22  -0.26
N: 3.36 -0.14 -0.32  -0.21
N: 0.18 -0.57 -0.46  0.08
F: 4.56 0.32 0.11  -0.06
H: 2.57 1.47 0.75  0.45
H: -0.41 0.35 1.40  0.48
H: -0.80 2.53 -0.30  0.32
H: -2.17 1.61 0.33  0.35
H: -1.53 1.27 -1.28  0.35
H: 0.44 -1.90 1.15  0.31
H: -0.17 -2.64 -0.35  0.33
H: 1.53 -2.14 -0.22  0.34
H: -0.15 -0.61 -1.44  0.38



(7)
Computed, not measured: a 2-piece molecular cluster, C4H9IN3 overall in a non-equilibrium geometry, with wB97M-V/def2-TZVPD.

Values from the calculation:
ΔE to the lowest compared entry with this formula, charge and spin in eV: 2.484
Net charge: +1
Strongest force on any atom in eV/A: 1.48
HOMO energy in eV: -12.46
Spin multiplicity: 1
Total energy in hartree: -619.4648

Last column: Mulliken charge in e.
Atoms and positions in Å:
C: -1.14 1.69 0.32  0.12
C: 0.20 -0.61 -0.72  0.69
C: 0.58 -2.64 0.49  -0.89
C: -1.69 0.87 -0.61  -1.07
N: -0.23 2.63 0.05  -0.34
N: 1.06 -0.06 -1.34  -0.34
N: -0.27 -1.64 -0.16  0.01
I: -3.34 -0.36 -0.14  0.14
H: -1.37 1.54 1.37  0.34
H: 1.18 -2.17 1.28  0.32
H: 1.24 -3.10 -0.23  0.33
H: -0.06 -3.39 0.93  0.35
H: -1.60 1.09 -1.67  0.52
H: 0.07 3.26 0.78  0.23
H: -0.11 2.94 -0.90  0.25
H: 1.40 0.87 -1.48  0.31
H: -1.28 -1.76 -0.10  0.02



(8)
Computed, not measured: a 2-piece molecular cluster, C4H9INO overall in a non-equilibrium geometry, with wB97M-V/def2-TZVPD.

Values from the calculation:
ΔE to the lowest compared entry with this formula, charge and spin in eV: 5.211
Net charge: +1
Strongest force on any atom in eV/A: 2.87
HOMO energy in eV: -14.32
Spin multiplicity: 1
Total energy in hartree: -585.0394

Last column: Mulliken charge in e.
Atoms and positions in Å:
C: 0.32 -1.72 0.89  -1.06
C: -1.23 0.05 0.12  -1.29
C: 1.12 2.21 -1.87  -0.51
C: 0.27 -0.22 0.43  0.46
N: 1.15 0.21 -0.65  0.26
O: 2.11 -0.37 -1.06  -0.33
I: 2.83 1.88 -2.89  0.46
H: 1.24 -2.20 0.43  0.35
H: 0.54 -1.84 2.01  0.29
H: -0.65 -2.35 0.67  0.31
H: -1.54 -0.83 -0.53  0.39
H: -1.46 0.98 -0.42  0.36
H: -1.84 0.10 1.12  0.31
H: 1.17 2.89 -0.95  0.38
H: 0.28 1.62 -2.40  0.37
H: 0.71 0.47 1.27  0.25



(9)
Computed, not measured: C4H9INO as an isolated structure in a non-equilibrium geometry, with wB97M-V/def2-TZVPD.

Values from the calculation:
ΔE to the lowest compared entry with this formula, charge and spin in eV: 3.701
Net charge: +1
Strongest force on any atom in eV/A: 5.42
HOMO energy in eV: -12.65
Spin multiplicity: 1
Total energy in hartree: -585.0949

Last column: Mulliken charge in e.
Atoms and positions in Å:
C: 2.79 0.28 -0.11  -0.53
C: 1.57 0.62 0.14  -0.08
C: -1.18 -0.25 -0.88  -0.56
C: -0.01 -0.95 -0.09  -0.24
N: -1.96 0.61 0.10  -0.16
O: -0.45 -1.27 1.20  -0.54
I: 0.77 2.41 0.87  0.13
H: 3.61 1.02 -0.04  0.25
H: 3.30 -0.46 -0.57  0.37
H: -1.07 0.50 -1.68  0.35
H: -1.79 -1.14 -1.33  0.29
H: 0.41 -1.82 -0.45  0.62
H: -1.18 1.36 0.39  -0.03
H: -2.04 -0.02 0.93  0.41
H: -2.88 1.05 -0.13  0.36
H: 0.11 -1.93 1.64  0.35



(10)
Computed, not measured: C4H9INO2S as an isolated structure in a non-equilibrium geometry, with wB97M-V/def2-TZVPD.

Values from the calculation:
Expectation value of S²: 2.036
Net charge: +1
Strongest force on any atom in eV/A: 3.53
HOMO energy (spin up / spin down) in eV: -10.71 / -13.23
Spin multiplicity: 3
Total energy in hartree: -1058.4524

Last column: Mulliken charge in e.
Atoms and positions in Å:
C: -0.65 -1.71 0.36  -0.13
C: -1.57 0.32 0.09  -0.11
C: 1.76 2.48 -0.30  -1.27
C: 0.96 1.14 -0.01  0.24
N: -1.77 -2.63 -0.08  -0.11
O: 0.43 -1.80 -0.43  -0.36
O: 1.49 0.26 0.93  -0.62
S: -0.75 1.73 0.31  -0.05
I: -3.68 0.31 0.10  0.16
H: 1.51 2.77 -1.31  0.38
H: 1.47 3.36 0.39  0.34
H: 2.78 2.15 -0.14  0.38
H: 1.00 0.52 -0.90  0.35
H: -1.49 -3.28 -0.84  0.36
H: -1.93 -3.10 0.79  0.41
H: -2.60 -2.12 -0.47  0.20
H: 1.08 -1.06 -0.18  0.46
H: 1.96 0.66 1.70  0.36



(11)
Computed, not measured: a 2-piece molecular cluster, C4H9IO overall in a non-equilibrium geometry, with wB97M-V/def2-TZVPD.

Values from the calculation:
ΔE to the lowest compared entry with this formula, charge and spin in eV: 2.693
Strongest force on any atom in eV/A: 2.45
HOMO energy (spin up / spin down) in eV: -8.48 / -8.42
Spin multiplicity: 1
Total energy in hartree: -530.6128

Last column: Mulliken charge in e.
Atoms and positions in Å:
C: -1.41 -0.03 0.72  -1.42
C: -0.07 -0.75 -1.31  -1.17
C: 1.09 -0.32 0.95  -1.14
C: -0.09 -0.23 0.07  1.11
O: 0.16 2.29 -0.17  -0.72
I: 2.95 0.31 0.05  0.09
H: -1.98 0.70 0.15  0.33
H: -1.31 0.33 1.73  0.36
H: -1.98 -0.96 0.72  0.41
H: -0.61 -0.08 -1.98  0.33
H: 0.94 -0.88 -1.70  0.33
H: -0.59 -1.71 -1.33  0.34
H: 0.97 0.29 1.84  0.44
H: 1.27 -1.36 1.24  0.49
H: 0.65 2.42 -0.99  0.22



(12)
Computed, not measured: C4H9MgO4Zn as an isolated structure in a non-equilibrium geometry, with wB97M-V/def2-TZVPD.

Values from the calculation:
ΔE to the lowest compared entry with this formula, charge and spin in eV: 0.000
Expectation value of S²: 0.752
Strongest force on any atom in eV/A: 3.56
HOMO energy (spin up / spin down) in eV: -4.79 / -7.71
Spin multiplicity: 2
Total energy in hartree: -2438.1215

Last column: Mulliken charge in e.
Atoms and positions in Å:
O: 2.12 1.77 1.56  -0.92
Mg: 3.59 0.52 1.56  0.40
O: 2.50 -0.48 0.14  -0.49
C: 1.88 -1.61 -0.28  -0.11
O: 0.46 -1.39 -0.10  -0.42
C: -0.27 -0.85 -1.21  -0.46
C: -1.45 -0.12 -0.63  -0.33
O: -0.96 0.87 0.27  -0.12
C: -1.96 1.69 0.86  -0.77
Zn: 0.84 0.41 1.00  0.30
H: 2.17 -2.48 0.33  0.27
H: 2.04 -1.80 -1.35  0.35
H: -0.61 -1.66 -1.87  0.35
H: 0.41 -0.14 -1.83  0.33
H: -2.10 -0.81 -0.06  0.35
H: -2.03 0.36 -1.43  0.40
H: -1.45 2.50 1.39  0.26
H: -2.61 2.11 0.07  0.29
H: -2.56 1.10 1.57  0.32



(13)
Computed, not measured: an isolated ion of composition C4H9N and charge -1 in a non-equilibrium geometry, with wB97M-V/def2-TZVPD.

Values from the calculation:
ΔE to the lowest compared entry with this formula, charge and spin in eV: 0.681
Expectation value of S²: 0.750
Net charge: -1
Strongest force on any atom in eV/A: 2.70
HOMO energy (spin up / spin down) in eV: 1.54 / -4.44
Spin multiplicity: 2
Total energy in hartree: -212.4664

Last column: Mulliken charge in e.
Atoms and positions in Å:
C: -1.08 -0.55 -0.09  -2.21
N: -0.71 0.68 -0.84  0.16
C: 0.79 0.79 -0.58  -1.55
C: 1.16 -0.23 0.49  -1.49
C: -0.19 -0.65 1.11  -0.95
H: -0.90 -1.39 -0.81  1.02
H: -2.10 -0.27 0.28  0.51
H: -0.99 0.64 -1.81  0.41
H: 0.85 1.85 -0.30  0.31
H: 1.42 0.68 -1.52  0.43
H: 1.62 -1.14 0.09  1.32
H: 1.77 0.39 1.18  0.25
H: -0.56 -0.01 1.97  0.33
H: -0.16 -1.73 1.46  0.46



(14)
Computed, not measured: a 2-piece molecular cluster, C4H9N overall in a non-equilibrium geometry, with wB97M-V/def2-TZVPD.

Values from the calculation:
ΔE to the lowest compared entry with this formula, charge and spin in eV: 1.842
Expectation value of S²: 0.750
Net charge: -1
Strongest force on any atom in eV/A: 1.97
HOMO energy (spin up / spin down) in eV: 1.61 / -4.28
Spin multiplicity: 2
Total energy in hartree: -212.4238

Last column: Mulliken charge in e.
Atoms and positions in Å:
C: -5.57 -1.07 4.24  -0.68
C: -5.05 -2.29 4.15  -0.45
H: -6.28 -0.69 3.51  0.23
H: -5.29 -0.27 4.91  0.25
H: -5.49 -2.96 3.43  0.30
H: -4.22 -2.45 4.82  0.28
C: 5.06 1.03 -2.72  -0.75
C: 3.78 1.38 -2.68  -2.03
N: 2.85 0.97 -3.65  -1.41
H: 5.62 0.63 -3.55  0.14
H: 5.81 1.42 -2.03  0.65
H: 3.32 2.09 -2.01  1.04
H: 2.24 1.73 -3.98  1.01
H: 3.23 0.47 -4.43  0.42



(15)
Computed, not measured: one molecule with the formula C4H9N in a non-equilibrium geometry, with wB97M-V/def2-TZVPD.

Values from the calculation:
ΔE to the lowest compared entry with this formula, charge and spin in eV: 1.468
Strongest force on any atom in eV/A: 4.34
HOMO energy in eV: -7.64
SMILES: C/C=C/NC
Spin multiplicity: 1
Total energy in hartree: -212.4972

Last column: Mulliken charge in e.
Atoms and positions in Å:
C: -0.17 -1.63 1.80  -1.00
C: 0.64 -0.71 0.80  -0.37
C: -0.01 -0.24 -0.24  -0.14
N: 0.62 0.81 -0.95  -0.36
C: -0.30 1.62 -1.78  -0.74
H: 0.03 -1.16 2.79  0.26
H: -1.25 -1.55 1.75  0.32
H: 0.11 -2.69 1.92  0.26
H: 1.66 -0.45 0.79  0.42
H: -0.92 -0.69 -0.65  0.27
H: 1.26 1.31 -0.35  0.26
H: -0.95 2.33 -1.23  0.28
H: 0.32 2.16 -2.48  0.27
H: -1.04 0.87 -2.16  0.26



(16)
Computed, not measured: one molecule with the formula C4H9N in a non-equilibrium geometry, with wB97M-V/def2-TZVPD.

Values from the calculation:
ΔE to the lowest compared entry with this formula, charge and spin in eV: 0.840
Strongest force on any atom in eV/A: 1.01
HOMO energy in eV: -7.68
SMILES: C=CNCC
Spin multiplicity: 1
Total energy in hartree: -212.5203

Last column: Mulliken charge in e.
Atoms and positions in Å:
C: 0.87 -1.51 -1.84  -0.96
C: 0.21 -0.81 -0.91  0.15
N: 0.85 -0.10 0.09  -0.23
C: 0.19 0.68 1.13  -0.24
C: -1.31 0.90 0.98  -1.17
H: 0.32 -2.01 -2.62  0.26
H: 1.95 -1.60 -1.78  0.27
H: -0.85 -0.64 -0.98  0.21
H: 1.81 0.15 -0.03  0.21
H: 0.62 1.69 1.12  0.29
H: 0.42 0.24 2.11  0.24
H: -1.50 1.02 -0.09  0.36
H: -1.62 1.84 1.41  0.34
H: -1.95 0.16 1.42  0.29